ORCA calculation (wB97M-V/def2-TZVPD) on C15H23ClN4O2S in the gas phase.

As for the orbital gap: 0.3329 hartree. The energy comes out at -1813.2411 Ha. The maximum force is 2.95 eV/Å. The energy above the lowest of the compared OMol25 structures with the same formula, charge and spin is 1.2 kJ/mol. As for the SMILES: CSc1c(Cl)nc(N2CCOCC2)nc1OC1CCN(C)CC1.

Last columns: bonded neighbours and bond lengths (Å).
Cartesian coordinates (Å):
1 C 1.392 1.030 3.802  S2 1.809, H24 1.071, H25 1.093, H26 1.113
2 S 0.623 2.392 2.894  C1 1.809, C3 1.786
3 C -0.505 1.389 1.940  S2 1.786, C4 1.358, C15 1.396
4 C -1.844 1.422 2.163  C3 1.358, Cl5 1.788, N6 1.359
5 Cl -2.438 2.504 3.458  C4 1.788
6 N -2.739 0.647 1.495  C4 1.359, C7 1.318
7 C -2.277 -0.116 0.525  N6 1.318, N8 1.395, N14 1.321
8 N -3.203 -0.980 -0.059  C7 1.395, C9 1.486, C13 1.512
9 C -2.796 -1.921 -1.135  N8 1.486, C10 1.534, H27 1.105, H28 1.100
10 C -3.827 -3.038 -1.339  C9 1.534, O11 1.432, H29 1.078, H30 1.107
11 O -5.164 -2.542 -1.469  C10 1.432, C12 1.416
12 C -5.548 -1.762 -0.352  O11 1.416, C13 1.514, H31 1.098, H32 1.089
13 C -4.654 -0.561 -0.124  N8 1.512, C12 1.514, H33 1.092, H34 1.077
14 N -0.995 -0.217 0.221  C7 1.321, C15 1.351
15 C -0.116 0.572 0.878  C3 1.396, N14 1.351, O16 1.359
16 O 1.217 0.556 0.614  C15 1.359, C17 1.420
17 C 1.704 -0.384 -0.333  O16 1.420, C18 1.531, C23 1.531, H35 1.094
18 C 1.653 0.146 -1.768  C17 1.531, C19 1.552, H36 1.096, H37 1.090
19 C 2.584 1.385 -1.847  C18 1.552, N20 1.504, H38 1.102, H39 1.084
20 N 3.994 1.070 -1.429  C19 1.504, C21 1.456, C22 1.497
21 C 4.951 2.144 -1.651  N20 1.456, H40 1.118, H41 1.134, H42 1.112
22 C 4.058 0.569 -0.020  N20 1.497, C23 1.552, H43 1.100, H44 1.078
23 C 3.140 -0.675 0.110  C17 1.531, C22 1.552, H45 1.072, H46 1.103
24 H 1.898 1.376 4.680  C1 1.071
25 H 0.627 0.320 4.125  C1 1.093
26 H 2.162 0.506 3.194  C1 1.113
27 H -1.814 -2.393 -0.952  C9 1.105
28 H -2.685 -1.335 -2.059  C9 1.100
29 H -3.555 -3.551 -2.248  C10 1.078
30 H -3.775 -3.826 -0.563  C10 1.107
31 H -6.567 -1.411 -0.562  C12 1.098
32 H -5.589 -2.418 0.516  C12 1.089
33 H -4.783 0.172 -0.923  C13 1.092
34 H -4.975 -0.074 0.781  C13 1.077
35 H 1.190 -1.348 -0.267  C17 1.094
36 H 1.986 -0.671 -2.417  C18 1.096
37 H 0.641 0.388 -2.093  C18 1.090
38 H 2.253 2.204 -1.188  C19 1.102
39 H 2.488 1.823 -2.834  C19 1.084
40 H 6.003 1.867 -1.396  C21 1.118
41 H 4.686 3.091 -1.087  C21 1.134
42 H 5.029 2.404 -2.730  C21 1.112
43 H 5.111 0.325 0.182  C22 1.100
44 H 3.714 1.334 0.658  C22 1.078
45 H 3.527 -1.425 -0.551  C23 1.072
46 H 3.215 -0.989 1.164  C23 1.103